No. 1
ORCA calculation (ωB97M-V with the def2-TZVPD basis set) on a molecular structure, C14H16BiClN at a distorted geometry.

Geometry as XYZ:
```
33
Properties=species:S:1:pos:R:3:forces:R:3
C -0.75218 1.00986 -1.78543 -0.13 0.55 0.46
C 0.54864 1.25011 -2.29467 0.34 0.77 0.37
C 1.14492 2.29245 -1.54211 -0.90 -0.29 -0.64
C 0.17451 2.71490 -0.53955 -0.32 -0.77 -0.39
C -0.99989 1.90000 -0.72452 0.47 0.38 -0.75
Bi 1.55574 1.17955 0.95258 -0.76 -2.14 0.14
N 0.75555 -0.74412 0.56249 0.84 1.78 0.41
C -0.52585 -3.22103 -0.19278 -0.06 -0.08 -0.08
C 0.33960 -3.43810 -1.19039 -0.36 -0.19 0.22
H 2.09632 2.78595 -1.74097 -0.23 -0.23 0.10
H 0.99720 0.73914 -3.14810 -0.04 0.09 0.39
H 0.23978 3.61748 0.06608 -0.03 -0.16 -0.16
H -1.93525 2.01575 -0.17662 0.35 -0.18 -0.06
H -1.45331 0.26756 -2.16659 0.27 0.15 0.21
H 0.34201 -4.38628 -1.74620 -0.11 0.43 0.13
H -1.31036 -3.95434 0.03772 0.42 0.02 -0.11
H 1.28497 -1.18661 -0.20505 0.06 0.54 0.34
H 1.07837 -2.69443 -1.50552 -0.25 -0.29 0.27
H -0.50363 -2.30785 0.43281 0.11 -0.42 -0.69
Cl 1.37707 2.61441 5.04342 0.16 0.69 0.11
C 0.69323 1.04455 4.92406 -0.74 -1.45 -0.48
C 0.79914 0.18487 6.01269 -0.10 -0.46 -0.11
C 0.36219 -1.14281 5.90489 0.03 0.43 -0.08
C -0.16376 -1.59895 4.69314 0.04 0.11 0.07
C -0.30146 -0.73370 3.61585 -0.04 0.06 0.23
C 0.06587 0.62522 3.71887 0.40 0.18 0.40
C -0.12183 1.52907 2.58157 0.52 -0.02 -0.70
H 1.22757 0.55060 6.94130 0.01 -0.05 -0.13
H 0.44532 -1.81035 6.75961 0.01 0.12 -0.13
H -0.46940 -2.64172 4.58882 0.11 0.27 0.02
H -0.64805 -1.10324 2.64696 0.07 0.25 0.31
H -1.01026 1.31269 1.98718 0.14 0.00 0.12
H -0.00015 2.59076 2.78766 -0.30 -0.09 0.22
```
Forces are in eV/Å.

Calculated values
* charge: -1
* relative energy (zero: lowest compared OMol25 entry of this formula, charge and spin): 0.0 kcal/mol
* HOMO-LUMO gap: 6.62 eV
* total energy: -34627.3654 eV
* LUMO: 3.02 eV


No. 2
ORCA calculation (ωB97M-V with the def2-TZVPD basis set) on a molecular structure, C14H16Br2NO7PS3Tl.

Geometry as XYZ:
```
45
Properties=species:S:1:pos:R:3:forces:R:3
Tl -2.29935 1.01475 2.12930 -0.04 0.76 0.01
O -3.32440 -1.44341 2.53607 -0.06 -0.15 -0.21
S -4.26954 -1.31697 1.42549 -0.39 0.18 0.31
O -5.32930 -2.29013 1.43057 0.12 0.03 -0.16
O -3.40901 -1.64656 0.08211 0.07 0.23 -0.25
O -4.68768 0.08225 1.25190 0.02 -0.41 0.00
C 1.32420 0.93284 -3.00228 -0.03 0.06 0.08
C 0.07111 1.77596 -3.19054 -0.07 -0.10 0.18
O -0.18848 2.68031 -2.11556 0.29 0.05 -0.28
P -0.39525 2.05675 -0.60094 -0.10 0.07 -0.12
S -1.34644 3.54808 0.36845 -0.04 0.10 0.19
S -2.56430 -0.27952 -0.57260 0.42 -0.68 -0.24
O 1.23155 2.17869 -0.17375 0.12 0.02 0.16
C 1.57020 2.07080 1.19831 0.03 0.07 -0.14
C 2.27749 3.33410 1.65043 0.03 0.05 0.01
H 1.47659 0.28518 -3.87257 -0.02 0.05 0.05
H 1.23149 0.30099 -2.11479 0.02 0.00 -0.11
H 2.19588 1.57677 -2.86332 -0.01 -0.05 -0.01
H -0.79693 1.12661 -3.34352 -0.04 -0.04 0.04
H 0.17461 2.40949 -4.07240 -0.02 0.02 -0.09
H 2.20922 1.19299 1.34025 -0.03 -0.03 -0.03
H 0.67640 1.93315 1.81520 -0.03 0.00 -0.09
H 3.19620 3.48804 1.07471 -0.08 0.00 0.04
H 2.53461 3.26391 2.71430 0.01 0.03 -0.06
H 1.61459 4.18799 1.49393 0.05 -0.04 0.03
C 0.13012 -0.39346 3.47375 0.21 -0.14 -0.01
C 0.49790 -0.98323 2.13744 -0.01 -0.07 0.04
C 1.67384 -1.67849 1.97334 0.08 -0.07 -0.07
C 1.97992 -2.25850 0.73345 -0.24 0.18 0.03
C 1.03385 -2.17328 -0.30371 0.13 -0.02 0.09
C 1.14305 -2.78431 -1.56583 0.04 0.00 -0.02
Br 2.68753 -3.83225 -1.98567 -0.01 0.03 0.04
C 0.16650 -2.68632 -2.54816 -0.06 0.13 0.09
C -0.96686 -1.93593 -2.30744 0.12 0.05 0.08
Br -2.19483 -1.94291 -3.77268 -0.12 0.19 0.25
C -1.13941 -1.25845 -1.08102 -0.43 -0.13 -0.03
O -3.29824 0.15248 -1.75173 -0.02 -0.14 -0.06
C -0.16350 -1.40909 -0.05740 -0.07 0.17 -0.07
N -0.38594 -0.80286 1.12964 0.05 -0.16 0.26
H 0.79139 -0.78136 4.25236 -0.01 0.04 -0.02
H -0.90026 -0.65437 3.72813 0.10 -0.06 0.06
H 0.21544 0.69937 3.46632 0.00 -0.11 0.06
H 2.35318 -1.78050 2.81349 -0.01 0.01 -0.05
H 2.91676 -2.76951 0.57190 0.00 -0.09 0.00
H 0.28611 -3.19010 -3.49495 0.02 -0.01 -0.01
```
Forces are in eV/Å.

Calculated values
* charge: -2
* relative energy (zero: lowest compared OMol25 entry of this formula, charge and spin): 19.7 kcal/mol
* spin multiplicity: 2
* HOMO-LUMO gap (alpha / beta): 4.19 / 5.70 eV
* total energy: -217176.4779 eV
* LUMO (alpha / beta): 4.14 / 4.12 eV


No. 3
ORCA calculation (ωB97M-V with the def2-TZVPD basis set) on a molecular structure, C14H16Cl3F5MoN5O3SSi at a distorted geometry.

Geometry as XYZ:
```
49
Properties=species:S:1:pos:R:3:forces:R:3
Mo -0.04094 0.23939 -0.16414 -0.58 -0.54 -0.08
N -0.00919 0.09159 2.11105 -0.33 0.10 -0.10
C -1.25485 -0.34490 2.79805 -0.18 -0.29 0.13
C -1.63894 -1.75364 2.36037 0.07 0.20 -0.17
C -2.25009 -1.81068 0.97029 -0.10 -0.16 0.44
N -1.22606 -1.59280 -0.09261 0.12 0.30 0.16
H 0.72762 -0.55476 2.38863 0.12 0.11 -0.08
H 0.26980 0.99113 2.50259 0.09 -0.03 -0.03
H -2.05246 0.36229 2.56968 0.02 0.01 0.01
H -1.10607 -0.33953 3.87878 0.09 0.11 -0.04
H -2.35966 -2.16170 3.06781 -0.02 0.02 0.00
H -0.75678 -2.40390 2.40564 -0.06 -0.07 0.09
H -3.00719 -1.03981 0.86191 -0.05 -0.05 -0.04
H -2.73402 -2.77632 0.81779 0.12 -0.01 -0.15
H -1.68768 -1.70024 -0.99656 0.16 0.03 -0.10
H -0.53451 -2.34307 -0.02530 -0.07 -0.11 -0.13
O -2.41560 2.94102 -8.06916 0.12 0.16 0.27
S -2.40322 1.82959 -8.99255 0.26 -0.68 0.35
O -3.44916 0.84546 -8.77615 -0.04 -0.03 0.05
O -2.12332 2.15644 -10.36006 0.25 -0.01 -0.23
C -0.95320 0.79428 -8.38067 -1.37 1.08 -0.90
N -0.18146 0.15241 -9.25418 0.66 -0.49 0.26
C 0.77149 -0.62322 -8.73664 -0.50 0.41 -0.15
C 0.94521 -0.75562 -7.36351 0.25 -0.22 0.49
C 0.06245 -0.05973 -6.54468 -0.10 0.01 -1.03
N -0.88746 0.71683 -7.06720 0.45 -0.31 0.55
C 0.04780 -0.09204 -5.08522 -0.03 0.04 0.28
C 0.87934 -0.87524 -4.27745 -0.08 0.06 0.09
C 0.79198 -0.76629 -2.91239 0.22 -0.17 -0.11
N -0.05997 0.07770 -2.27685 -0.01 -0.17 -0.12
C -0.90614 0.78681 -3.06932 -0.10 0.14 -0.24
C -0.88768 0.72318 -4.43405 -0.02 0.06 0.19
H 1.39860 -1.14791 -9.44776 0.07 -0.03 0.08
H 1.73603 -1.37553 -6.95950 -0.01 -0.02 -0.07
H 1.59795 -1.56408 -4.69718 0.00 0.00 -0.02
H 1.44537 -1.36768 -2.29620 -0.01 0.06 0.04
H -1.62329 1.42911 -2.58751 0.03 0.03 0.05
H -1.57915 1.30434 -5.03374 0.04 0.02 -0.02
F 2.69830 -1.01101 -0.56609 -0.27 -0.06 -0.24
C 2.07313 0.01517 0.06028 1.09 0.01 0.22
F 2.50640 -0.05927 1.35962 -0.15 -0.01 0.12
C 2.66604 1.34376 -0.46140 0.13 0.38 -0.32
F 2.07665 2.33437 0.26874 -0.09 -0.09 0.03
F 2.31919 1.55147 -1.73739 0.01 -0.10 0.09
F 3.96560 1.44158 -0.35049 -0.01 -0.10 0.16
Cl -1.37420 3.21044 2.00695 0.19 0.01 0.03
Si -1.05602 2.45476 0.16746 -0.82 0.39 -0.13
Cl -0.82360 3.88158 -1.21807 0.13 -0.14 0.13
Cl -2.74107 1.25290 -0.31373 0.32 0.13 0.16
```
Forces are in eV/Å.

Calculated values
* charge: +1
* relative energy (zero: lowest compared OMol25 entry of this formula, charge and spin): 0.0 kcal/mol
* spin multiplicity: 3
* HOMO-LUMO gap (alpha / beta): 1.96 / 2.49 eV
* total energy: -100088.2774 eV
* LUMO (alpha / beta): -7.08 / -6.55 eV